(1)
This record from OMol25 describes a molecular structure, C20H29N3O2ReSi2 at a distorted geometry. The level of theory is ωB97M-V/def2-TZVPD.

Values from the calculation:
* expectation value of S²: 0.770
* net charge: +2
* DFT total energy: -1750.902323 Ha
* multiplicity: 2
* ΔE to the lowest compared entry with this formula, charge and spin: 6.4 kcal/mol
* HOMO level (alpha / beta): -13.373 / -13.378 eV

Geometry as XYZ:
```
57
C20H29N3O2ReSi2 | OMol25 | ωB97M-V/def2-TZVPD
Re 0.9885 0.5740 -0.1310
O 1.8642 -1.8246 -4.8777
C 0.5619 -1.6242 -4.9643
C -0.0694 -1.8873 -6.1929
C -1.4331 -1.7670 -6.3168
C -2.2093 -1.3512 -5.2337
C -1.5991 -0.9936 -4.0464
C -0.2167 -1.1148 -3.8915
C 0.3979 -0.7156 -2.6319
O -0.0629 0.2683 -1.9601
N 1.4549 -1.4047 -2.1807
N 1.8428 -1.0159 -0.9824
C 2.8883 -1.5173 -0.3684
C 3.2104 -0.9394 0.9041
C 4.3028 -1.3471 1.6743
C 4.5751 -0.7079 2.8707
C 3.7340 0.3251 3.2803
C 2.6712 0.6904 2.4745
N 2.4029 0.0945 1.3071
H 2.1787 -1.7445 -3.9584
H 0.5487 -2.2124 -7.0146
H -1.9084 -2.0040 -7.2543
H -3.2812 -1.2940 -5.3286
H -2.1910 -0.6514 -3.2128
H 3.4946 -2.2879 -0.8197
H 4.9198 -2.1532 1.3134
H 5.4198 -1.0074 3.4731
H 3.9118 0.8515 4.2047
H 1.9979 1.4896 2.7601
C -0.3946 -2.1855 1.9321
Si -1.6333 -0.7338 2.0828
C -3.3885 -1.0038 1.3769
C -1.7762 -0.1376 3.8776
C -0.9098 0.5375 0.7586
Si -1.0289 2.4713 1.1215
C -1.1175 3.0648 2.9180
C 0.6118 3.2314 0.3609
C -2.5727 3.0004 0.1493
H -0.8182 -3.0738 2.3908
H 0.5353 -1.9676 2.4496
H -0.1590 -2.4283 0.8988
H -3.9190 -1.7539 1.9548
H -3.3916 -1.3326 0.3418
H -3.9755 -0.0910 1.4274
H -2.1036 -0.9617 4.5040
H -2.5196 0.6443 3.9806
H -0.8453 0.2279 4.2942
H -1.5785 0.3537 -0.0866
H -0.3510 2.6691 3.5740
H -2.0773 2.8178 3.3547
H -1.0369 4.1481 2.9367
H 1.5014 3.1387 0.9890
H 0.4088 4.3012 0.3247
H 0.8448 2.9828 -0.6865
H -3.4652 2.5510 0.5736
H -2.5374 2.7235 -0.9005
H -2.6978 4.0781 0.2048
```

Here are the Löwdin charges for atoms 1 to 4, given in e:
1. Re 1.560
2. O 0.108
3. C -0.249
4. C 0.024

***

(2)
This record from OMol25 describes C4H4O in the gas phase. The level of theory is ωB97M-V/def2-TZVPD.

Values from the calculation:
* DFT total energy: -229.906586 Ha
* multiplicity: 1
* ΔE to the lowest compared entry with this formula, charge and spin: 76.2 kcal/mol
* HOMO level: -10.531 eV

Geometry as XYZ:
```
9
C4H4O | OMol25 | ωB97M-V/def2-TZVPD
C -0.1659 -0.8866 -0.7481
C -0.0378 0.5454 -0.2796
C -0.1860 1.5977 -1.0423
C 0.2502 0.7844 1.1708
O 0.2692 -0.1277 1.9646
H -0.8177 -1.4251 -0.0550
H 0.8188 -1.3634 -0.7307
H -0.5744 -0.9489 -1.7593
H 0.4435 1.8243 1.4796
```

Here are the Löwdin charges for atoms 1 to 4, given in e:
1. C -0.054
2. C -0.416
3. C 0.278
4. C -0.254

***

(3)
This record from OMol25 describes C3H7N5O in the gas phase at a distorted geometry. The level of theory is ωB97M-V/def2-TZVPD.

Values from the calculation:
* DFT total energy: -467.424755 Ha
* multiplicity: 1
* ΔE to the lowest compared entry with this formula, charge and spin: 77.8 kcal/mol
* HOMO level: -9.816 eV

Geometry as XYZ:
```
16
C3H7N5O | OMol25 | ωB97M-V/def2-TZVPD
C -1.4954 0.3078 -0.1712
C 0.8705 0.0669 0.8707
C 2.0057 -0.4957 0.0549
H -2.3882 1.7273 -0.6591
H -1.5605 2.3209 0.4609
H 0.8109 -0.0723 2.0025
H 0.9361 1.3386 0.4851
H 2.9019 -0.0154 0.3549
H 1.9325 -1.5708 -0.0113
H 1.0054 -0.4269 -1.5535
N -1.5494 1.6538 -0.2512
N -2.3758 -0.6586 -0.5605
N -1.8787 -1.8307 -0.2863
N -0.7554 -1.7495 0.2285
N -0.4103 -0.4114 0.3253
O 1.9507 -0.1840 -1.2897
```

Here are the Löwdin charges for atoms 1 to 4, given in e:
1. C -0.368
2. C -0.110
3. C -0.323
4. H 0.046

***

(4)
This record from OMol25 describes a molecular structure, CaI2 at a distorted geometry. The level of theory is ωB97M-V/def2-TZVPD.

Values from the calculation:
* DFT total energy: -1272.868156 Ha
* multiplicity: 1
* ΔE to the lowest compared entry with this formula, charge and spin: 148.2 kcal/mol
* HOMO level: -7.790 eV

Geometry as XYZ:
```
3
CaI2 | OMol25 | ωB97M-V/def2-TZVPD
Ca -0.2239 -1.4439 -0.5987
I 0.1525 2.6170 -3.7377
I 0.0713 -1.1731 4.3364
```

Charges per atom according to Löwdin partitioning, unit e:
1. Ca 1.266
2. I -0.635
3. I -0.631

***

(5)
This record from OMol25 describes C3H5NO2 in the gas phase. The level of theory is ωB97M-V/def2-TZVPD.

Values from the calculation:
* DFT total energy: -322.525762 Ha
* multiplicity: 1
* ΔE to the lowest compared entry with this formula, charge and spin: 30.5 kcal/mol
* HOMO level: -10.429 eV

Geometry as XYZ:
```
11
C3H5NO2 | OMol25 | ωB97M-V/def2-TZVPD
N -0.0854 1.4923 -0.6129
C 1.5769 -0.5693 0.3124
O 0.6517 -1.0575 -0.5324
C -0.6870 -0.7881 -0.1448
C -0.9343 0.7034 -0.1078
O 1.3653 -0.1687 1.4247
H -0.3581 2.4657 -0.4907
H 2.5603 -0.5960 -0.1728
H -0.9146 -1.2365 0.8288
H -1.3186 -1.2611 -0.9045
H -1.8564 1.0159 0.4000
```

Here are the Löwdin charges for atoms 1 to 4, given in e:
1. N 0.120
2. C -0.359
3. O -0.039
4. C -0.171